(1)
Computed, not measured: 2 unconnected molecules or ions with the total composition C4H13N4O at a distorted geometry, with wB97M-V/def2-TZVPD.

- lowest unoccupied orbital energy (eV) = -2.94
- energy (hartree) = -454.2808
- largest force on an atom (eV/A) = 1.779
- HOMO energy (eV) = -13.31
- gap between HOMO and LUMO (eV) = 10.38
- ΔE to the lowest compared entry with this formula, charge and spin (eV) = 1.279

Structure (ORCA input):
```
! wB97M-V def2-TZVPD RIJCOSX def2/J DEFGRID3
* xyz 1 1
C -0.653 1.513 1.356
C -1.915 -0.136 -0.007
N -3.080 -0.488 -0.630
N -1.564 1.095 0.297
N -1.222 -1.183 0.418
H -3.868 0.136 -0.722
H -2.986 -0.933 -1.530
H -1.833 1.763 -0.416
H -0.356 -1.202 0.938
H -1.648 -2.085 0.543
H -1.129 2.118 2.126
H 0.219 2.011 0.991
H -0.373 0.596 1.869
C 1.727 -0.981 -1.529
C 2.113 -0.266 -0.263
O 2.080 -0.791 0.835
N 2.479 1.051 -0.377
H 2.949 1.394 0.453
H 2.929 1.432 -1.191
H 2.722 -1.293 -1.842
H 1.327 -0.390 -2.341
H 1.206 -1.922 -1.394
*
```

---

(2)
Computed, not measured: a molecular structure, C4H13N5 at a distorted geometry, with wB97M-V/def2-TZVPD.

- lowest unoccupied orbital energy (eV) = -6.34
- energy (hartree) = -433.2807
- largest force on an atom (eV/A) = 6.061
- HOMO energy (eV) = -15.66
- gap between HOMO and LUMO (eV) = 9.33
- ΔE to the lowest compared entry with this formula, charge and spin (eV) = 1.937

Structure (ORCA input):
```
! wB97M-V def2-TZVPD RIJCOSX def2/J DEFGRID3
* xyz 2 1
C -0.173 -1.277 0.364
C 1.136 -1.224 0.178
C 2.162 1.070 -0.476
C -2.530 0.250 0.577
N 1.996 0.059 0.293
N 1.960 -2.283 -0.033
N -3.423 0.250 -0.647
N 2.886 2.136 -0.232
N -1.164 0.314 0.237
H -0.878 -2.011 0.121
H 1.940 1.018 -1.558
H -0.695 1.096 0.791
H -2.681 -0.630 1.127
H -2.913 1.058 1.229
H 2.416 0.139 1.160
H 1.656 -3.295 0.013
H 2.980 -2.300 0.198
H -4.355 -0.413 -0.602
H -3.030 -0.141 -1.581
H 3.417 2.240 0.659
H 3.152 2.773 -1.073
H -3.860 1.174 -0.746
*
```

---

(3)
Computed, not measured: 2 unconnected molecules or ions with the total composition C4H13NO at a distorted geometry, with wB97M-V/def2-TZVPD.

- lowest unoccupied orbital energy (eV) = 0.73
- SMILES = CCCCN.O
- energy (hartree) = -290.0942
- largest force on an atom (eV/A) = 10.668
- HOMO energy (eV) = -8.99
- gap between HOMO and LUMO (eV) = 9.72
- ΔE to the lowest compared entry with this formula, charge and spin (eV) = 2.795

Structure (ORCA input):
```
! wB97M-V def2-TZVPD RIJCOSX def2/J DEFGRID3
* xyz 0 1
C -1.611 0.346 0.276
C -0.406 0.024 -0.734
C 0.565 1.215 -0.615
C 1.281 1.196 0.675
N 1.482 -0.127 1.275
H -1.308 0.632 1.251
H -2.282 -0.607 0.089
H -2.324 1.097 0.036
H 0.044 -0.906 -0.693
H -0.938 0.008 -1.707
H 1.314 1.197 -1.558
H -0.119 1.951 -0.729
H 0.793 1.971 1.254
H 2.116 1.880 0.509
H 2.314 0.001 1.913
H 0.698 -0.368 1.612
H -0.381 -3.371 -1.716
H -0.811 -3.342 -0.213
O -0.427 -2.795 -0.924
*
```

---

(4)
Computed, not measured: 2 unconnected molecules or ions with the total composition C4H13NO at a distorted geometry, with wB97M-V/def2-TZVPD.

- lowest unoccupied orbital energy (eV) = 0.76
- SMILES = CCCCN.O
- energy (hartree) = -290.1503
- largest force on an atom (eV/A) = 2.329
- HOMO energy (eV) = -9.08
- gap between HOMO and LUMO (eV) = 9.85
- ΔE to the lowest compared entry with this formula, charge and spin (eV) = 1.269

Structure (ORCA input):
```
! wB97M-V def2-TZVPD RIJCOSX def2/J DEFGRID3
* xyz 0 1
C -1.236 0.391 0.948
C -1.000 -1.068 0.625
C 0.236 -1.348 -0.298
C 0.163 -0.755 -1.726
N -0.871 0.121 -2.179
H -0.575 1.119 0.491
H -1.081 0.620 2.013
H -2.281 0.702 0.883
H -0.802 -1.735 1.463
H -1.802 -1.517 0.037
H 1.222 -1.197 0.161
H 0.305 -2.444 -0.370
H 0.211 -1.598 -2.436
H 1.167 -0.400 -1.987
H -0.980 1.020 -1.778
H -1.796 -0.297 -2.121
H 3.443 3.326 1.589
H 2.848 2.071 2.449
O 2.830 2.988 2.235
*
```

---

(5)
Computed, not measured: 2 unconnected molecules or ions with the total composition C4H13NO at a distorted geometry, with wB97M-V/def2-TZVPD.

- lowest unoccupied orbital energy (eV) = 0.91
- SMILES = CCN(C)C.O
- energy (hartree) = -290.1036
- largest force on an atom (eV/A) = 6.262
- HOMO energy (eV) = -8.22
- gap between HOMO and LUMO (eV) = 9.13
- ΔE to the lowest compared entry with this formula, charge and spin (eV) = 2.540

Structure (ORCA input):
```
! wB97M-V def2-TZVPD RIJCOSX def2/J DEFGRID3
* xyz 0 1
C 0.905 0.404 1.667
C 0.141 -0.864 1.082
N -0.483 -0.248 -0.155
C -0.531 -1.271 -1.377
C -1.580 0.724 0.127
H 1.268 1.195 0.957
H 0.221 1.000 2.299
H 1.771 0.167 2.145
H -0.517 -1.290 1.744
H 0.941 -1.539 0.786
H -1.212 -2.043 -0.961
H 0.535 -1.711 -1.568
H -0.927 -0.938 -2.324
H -2.405 0.342 0.836
H -1.147 1.709 0.468
H -1.932 0.899 -0.944
H 0.973 0.681 -1.379
H 2.136 1.689 -2.007
O 1.845 1.094 -1.396
*
```

---

(6)
Computed, not measured: 2 unconnected molecules or ions with the total composition C4H13NO at a distorted geometry, with wB97M-V/def2-TZVPD.

- lowest unoccupied orbital energy (eV) = 0.81
- SMILES = CCCNC.O
- energy (hartree) = -290.1592
- largest force on an atom (eV/A) = 1.993
- HOMO energy (eV) = -9.04
- gap between HOMO and LUMO (eV) = 9.84
- ΔE to the lowest compared entry with this formula, charge and spin (eV) = 1.026

Structure (ORCA input):
```
! wB97M-V def2-TZVPD RIJCOSX def2/J DEFGRID3
* xyz 0 1
C -0.228 0.070 -2.559
C -0.590 -0.518 -1.184
C -1.482 0.386 -0.343
N -0.795 1.160 0.739
C -0.415 0.268 1.818
H -0.047 -0.640 -3.369
H -1.064 0.637 -2.985
H 0.653 0.712 -2.497
H -1.090 -1.489 -1.283
H 0.371 -0.757 -0.731
H -1.871 1.194 -0.964
H -2.291 -0.177 0.116
H -0.039 1.668 0.309
H -1.271 0.144 2.486
H -0.049 -0.720 1.497
H 0.406 0.624 2.446
H 2.258 -0.769 1.964
H 2.442 -0.903 0.549
O 2.927 -1.139 1.330
*
```

---

(7)
Computed, not measured: 2 unconnected molecules or ions with the total composition C4H13NO at a distorted geometry, with wB97M-V/def2-TZVPD.

- lowest unoccupied orbital energy (eV) = 0.85
- SMILES = CCNCC.O
- energy (hartree) = -290.1723
- largest force on an atom (eV/A) = 1.032
- HOMO energy (eV) = -8.75
- gap between HOMO and LUMO (eV) = 9.61
- ΔE to the lowest compared entry with this formula, charge and spin (eV) = 0.671

Structure (ORCA input):
```
! wB97M-V def2-TZVPD RIJCOSX def2/J DEFGRID3
* xyz 0 1
C 1.268 -0.777 -2.111
C 1.219 -0.940 -0.597
N -0.096 -0.553 -0.071
C -0.073 -0.353 1.367
C -1.489 -0.258 1.918
H 0.922 -1.680 -2.623
H 2.286 -0.616 -2.470
H 0.652 0.067 -2.423
H 1.362 -1.980 -0.290
H 2.028 -0.358 -0.141
H -0.445 0.217 -0.622
H 0.451 -1.218 1.769
H 0.463 0.565 1.631
H -1.464 -0.306 3.010
H -1.944 0.703 1.670
H -2.089 -1.072 1.543
H -0.015 1.792 -0.252
H -0.923 3.027 0.241
O -0.757 2.364 -0.448
*
```

---

(8)
Computed, not measured: 3 unconnected molecules or ions with the total composition C4H13NO2 at a distorted geometry, with wB97M-V/def2-TZVPD.

- lowest unoccupied orbital energy (eV) = 0.41
- SMILES = CC(C)=CN.O.O
- energy (hartree) = -365.3956
- largest force on an atom (eV/A) = 2.426
- HOMO energy (eV) = -7.65
- gap between HOMO and LUMO (eV) = 8.06
- ΔE to the lowest compared entry with this formula, charge and spin (eV) = 1.275

Structure (ORCA input):
```
! wB97M-V def2-TZVPD RIJCOSX def2/J DEFGRID3
* xyz 0 1
C 2.613 -1.210 -0.408
C 1.371 -1.917 -0.839
C 0.190 -1.785 -0.215
N -0.239 -0.684 0.529
C 1.573 -3.096 -1.780
H 2.372 -0.400 0.272
H 3.157 -0.690 -1.206
H 3.321 -1.914 0.004
H -0.542 -2.570 -0.362
H -1.203 -0.647 0.825
H 0.416 -0.254 1.165
H 2.294 -2.686 -2.496
H 0.703 -3.635 -2.118
H 2.185 -3.854 -1.264
H -3.134 5.960 0.317
H -4.371 5.304 0.825
O -4.004 6.184 0.671
H -2.287 3.407 1.945
H -1.872 1.999 2.315
O -2.544 2.486 1.820
*
```

---

(9)
Computed, not measured: 3 unconnected molecules or ions with the total composition C4H13NO2 at a distorted geometry, with wB97M-V/def2-TZVPD.

- lowest unoccupied orbital energy (eV) = 0.50
- SMILES = CC/C=C/N.O.O
- energy (hartree) = -365.3590
- largest force on an atom (eV/A) = 4.828
- HOMO energy (eV) = -7.70
- gap between HOMO and LUMO (eV) = 8.20
- ΔE to the lowest compared entry with this formula, charge and spin (eV) = 2.271

Structure (ORCA input):
```
! wB97M-V def2-TZVPD RIJCOSX def2/J DEFGRID3
* xyz 0 1
C 0.508 -2.312 -1.032
C -0.927 -1.680 -1.087
C -1.039 -0.562 -0.140
C -0.737 -0.729 1.164
N -0.552 0.288 2.118
H 1.140 -1.319 -1.035
H 0.534 -2.946 -1.858
H 0.847 -2.822 -0.185
H -1.229 -1.220 -2.162
H -1.619 -2.420 -0.901
H -1.047 0.463 -0.587
H -0.306 -1.711 1.422
H -0.406 0.039 3.088
H -1.113 1.048 2.002
H 0.575 1.621 -2.712
H 1.281 1.799 -1.277
O 1.443 1.693 -2.270
H 0.363 4.091 1.838
H 1.535 3.421 1.525
O 0.751 3.255 2.088
*
```

---

(10)
Computed, not measured: 3 unconnected molecules or ions with the total composition C4H13NO2 at a distorted geometry, with wB97M-V/def2-TZVPD.

- lowest unoccupied orbital energy (eV) = 0.78
- SMILES = C=C(C)NC.O.O
- energy (hartree) = -365.4052
- largest force on an atom (eV/A) = 1.725
- HOMO energy (eV) = -7.76
- gap between HOMO and LUMO (eV) = 8.53
- ΔE to the lowest compared entry with this formula, charge and spin (eV) = 1.014

Structure (ORCA input):
```
! wB97M-V def2-TZVPD RIJCOSX def2/J DEFGRID3
* xyz 0 1
C -2.346 -0.604 0.138
C -1.112 0.169 0.556
C -1.233 1.491 0.804
C 0.292 -1.822 -0.005
N 0.126 -0.442 0.421
H -2.852 -0.183 -0.735
H -2.087 -1.635 -0.089
H -3.089 -0.513 0.933
H -2.236 1.898 0.828
H -0.442 2.060 1.264
H 0.005 -1.940 -1.058
H 1.336 -1.972 -0.111
H -0.162 -2.598 0.609
H 0.957 -0.118 0.884
H 2.806 0.763 -0.670
H 3.617 0.614 0.606
O 3.218 0.087 -0.095
H 0.775 0.980 -0.998
H 1.111 1.998 -2.096
O 1.315 1.765 -1.186
*
```

---

(11)
Computed, not measured: 2 unconnected molecules or ions with the total composition C4H13NO2, with wB97M-V/def2-TZVPD.

- lowest unoccupied orbital energy (eV) = 0.74
- SMILES = C[C@H](O)[C@@H](C)N.O
- energy (hartree) = -365.4321
- largest force on an atom (eV/A) = 0.770
- HOMO energy (eV) = -9.97
- gap between HOMO and LUMO (eV) = 10.71
- ΔE to the lowest compared entry with this formula, charge and spin (eV) = 0.284

Structure (ORCA input):
```
! wB97M-V def2-TZVPD RIJCOSX def2/J DEFGRID3
* xyz 0 1
C -1.178 -1.612 -0.088
C 0.280 -1.470 0.295
C 0.695 -0.010 0.486
C -0.054 0.709 1.594
O 0.546 0.734 -0.737
N 1.182 -2.069 -0.718
H -1.389 -0.965 -0.948
H -1.807 -1.341 0.765
H -1.425 -2.649 -0.323
H 0.425 -1.939 1.270
H 1.770 -0.018 0.700
H 0.136 1.777 1.539
H 0.214 0.273 2.550
H -1.125 0.586 1.472
H 0.672 0.115 -1.465
H 0.602 -2.428 -1.474
H 1.561 -2.931 -0.336
H -1.344 2.295 -0.374
H -0.330 3.295 -0.822
O -1.270 3.228 -0.619
*
```

---

(12)
Computed, not measured: 2 unconnected molecules or ions with the total composition C4H13NO2 at a distorted geometry, with wB97M-V/def2-TZVPD.

- lowest unoccupied orbital energy (eV) = 0.90
- SMILES = C[C@H](O)CCN.O
- energy (hartree) = -365.3925
- largest force on an atom (eV/A) = 3.699
- HOMO energy (eV) = -9.49
- gap between HOMO and LUMO (eV) = 10.38
- ΔE to the lowest compared entry with this formula, charge and spin (eV) = 1.361

Structure (ORCA input):
```
! wB97M-V def2-TZVPD RIJCOSX def2/J DEFGRID3
* xyz 0 1
C -1.605 -1.233 -0.100
C -0.274 -1.991 0.110
C 0.895 -1.667 -0.931
O -0.636 -3.368 0.192
C -1.694 0.261 0.378
N -0.693 1.143 -0.268
H -1.858 -1.232 -1.146
H -2.393 -1.847 0.384
H 0.059 -1.777 1.142
H 1.640 -1.087 -0.382
H 0.386 -1.377 -1.843
H 1.232 -2.702 -1.020
H 0.154 -3.827 0.491
H -2.754 0.530 0.175
H -1.557 0.434 1.463
H -0.228 0.526 -0.922
H -1.202 1.872 -0.753
H 3.036 5.593 1.582
H 3.608 5.929 0.265
O 3.883 5.818 1.183
*
```